[1]
Formula: CH2N3O3S
Source: OMol25
Level of theory: ωB97M-V/def2-TZVPD

Geometry as ORCA input:
```
! wB97M-V def2-TZVPD RIJCOSX def2/J DEFGRID3
* xyz -1 1
C 0.182 0.452 -0.929
N 1.216 0.234 -1.839
N 1.797 -0.818 -1.643
N 0.166 -0.364 0.010
O -0.184 -0.409 2.540
O -1.036 1.508 1.302
O -2.142 -0.587 1.152
S -0.898 0.071 1.369
H -0.619 1.107 -1.323
H 1.518 -1.193 -0.641
*
```

Results
Structure (SMILES): [H]/N=N\C=N\S(=O)(=O)[O-]
Orbital gap, eV: 8.3
Relative energy (zero: lowest compared OMol25 entry of this formula, charge and spin), kcal per mole: 9.2
HOMO level, eV: -5.365

[2]
Formula: C5H11O3
Source: OMol25
Level of theory: ωB97M-V/def2-TZVPD

Geometry as ORCA input:
```
! wB97M-V def2-TZVPD RIJCOSX def2/J DEFGRID3
* xyz -1 1
C 2.371 -0.738 -1.835
C 2.910 0.686 -2.119
O 0.994 -0.749 -1.644
H 2.557 -1.380 -2.707
H 2.956 -1.147 -1.007
H 3.957 0.751 -1.798
H 0.741 -0.482 -0.708
H 2.299 1.358 -1.513
H 2.892 0.944 -3.164
C -1.952 0.160 0.356
C -2.778 1.404 0.836
C -0.825 -0.205 1.372
O -1.094 -0.109 2.571
O 0.255 -0.585 0.828
H -2.647 -0.683 0.273
H -1.529 0.405 -0.619
H -2.692 1.470 1.911
H -3.817 1.303 0.501
H -2.380 2.270 0.328
*
```

Results
Orbital gap, eV: 8.5
Relative energy (zero: lowest compared OMol25 entry of this formula, charge and spin), kcal per mole: 13.1
HOMO level, eV: -4.615

[3]
Formula: C24H20ClCoNPS
Source: OMol25
Level of theory: ωB97M-V/def2-TZVPD

Geometry as ORCA input:
```
! wB97M-V def2-TZVPD RIJCOSX def2/J DEFGRID3
* xyz 0 5
C -1.018 -1.576 4.353
C -0.923 -1.658 2.928
C 0.460 -1.918 2.590
H -1.755 -1.562 2.239
C 1.207 -1.957 3.814
C 0.285 -1.799 4.897
H 0.526 -1.898 5.951
H -1.930 -1.418 4.917
H 0.851 -2.107 1.603
H 2.279 -2.063 3.924
Co 0.270 -0.255 3.591
Cl 1.027 1.414 2.238
P 0.111 0.329 -0.308
C 1.189 -0.742 -1.344
C 0.751 -1.422 -2.495
H -0.289 -1.371 -2.811
C 1.663 -2.151 -3.265
H 1.314 -2.672 -4.163
C 3.011 -2.210 -2.887
H 3.719 -2.783 -3.490
C 3.449 -1.544 -1.733
H 4.502 -1.588 -1.435
C 2.546 -0.816 -0.958
H 2.881 -0.285 -0.069
C -1.528 -0.082 -1.038
C -2.154 -1.255 -0.556
H -1.659 -1.865 0.197
C -3.390 -1.643 -1.070
H -3.877 -2.542 -0.677
C -3.999 -0.889 -2.085
H -4.966 -1.197 -2.486
C -3.371 0.260 -2.580
H -3.833 0.845 -3.380
C -2.143 0.672 -2.052
H -1.662 1.565 -2.450
C 0.419 1.950 -1.110
C 1.117 2.108 -2.320
H 1.538 1.248 -2.837
C 1.251 3.380 -2.887
H 1.786 3.490 -3.836
C 0.706 4.499 -2.244
H 0.820 5.490 -2.688
C 0.023 4.349 -1.028
H -0.400 5.221 -0.514
C -0.125 3.085 -0.465
H -0.654 2.969 0.476
S 0.154 1.345 5.107
C -0.028 0.706 6.658
N -0.151 0.343 7.774
*
```

Results
<S²>: 6.0232
Orbital gap (alpha / beta), eV: 7.0 / 4.8
Relative energy (zero: lowest compared OMol25 entry of this formula, charge and spin), kcal per mole: 7.4
HOMO level (alpha / beta), eV: -6.961 / -8.234

[4]
Formula: C2H5PSi
Source: OMol25
Level of theory: ωB97M-V/def2-TZVPD

Geometry as ORCA input:
```
! wB97M-V def2-TZVPD RIJCOSX def2/J DEFGRID3
* xyz 0 1
C -0.482 0.438 0.467
C 0.428 0.113 -0.733
Si -0.936 -1.121 -0.329
P 1.315 0.036 0.915
H -0.895 1.318 0.945
H 0.806 0.733 -1.503
H -0.460 -2.268 0.520
H -1.812 -1.204 -1.661
H 2.035 1.955 1.380
*
```

Results
Orbital gap, eV: 8.7
Relative energy (zero: lowest compared OMol25 entry of this formula, charge and spin), kcal per mole: 40.4
HOMO level, eV: -8.730

[5]
Formula: C4H6O4
Source: OMol25
Level of theory: ωB97M-V/def2-TZVPD

Geometry as ORCA input:
```
! wB97M-V def2-TZVPD RIJCOSX def2/J DEFGRID3
* xyz 0 1
C 0.791 -0.845 -1.186
C 0.573 0.656 -0.599
C -1.589 0.692 0.165
C -0.048 -0.200 1.495
H 0.282 -0.997 -2.174
H 1.276 1.415 -0.952
H -1.815 1.548 0.851
H -2.479 0.387 -0.384
H -0.160 0.274 2.486
H 0.441 -1.223 1.456
O 1.619 -1.568 -0.657
O -0.733 0.996 -0.892
O -1.185 -0.523 0.731
O 0.811 0.691 0.751
*
```

Results
Structure (SMILES): O=CC1OCOCO1
Orbital gap, eV: 10.3
Relative energy (zero: lowest compared OMol25 entry of this formula, charge and spin), kcal per mole: 77.8
HOMO level, eV: -9.464

[6]
Formula: C2H5BrN
Source: OMol25
Level of theory: ωB97M-V/def2-TZVPD

Geometry as ORCA input:
```
! wB97M-V def2-TZVPD RIJCOSX def2/J DEFGRID3
* xyz 1 3
C 0.531 -0.412 -0.499
C -2.950 0.997 1.152
N -0.479 -1.007 -0.084
Br -3.173 -0.273 -0.071
H 0.507 0.399 -1.246
H 1.577 -0.620 -0.218
H -3.520 1.983 1.141
H -0.788 -1.702 0.530
H -2.070 0.968 1.825
*
```

Results
<S²>: 2.0143
Orbital gap (alpha / beta), eV: 7.8 / 6.8
Relative energy (zero: lowest compared OMol25 entry of this formula, charge and spin), kcal per mole: 0.0
HOMO level (alpha / beta), eV: -12.829 / -15.292